1.
{"formula": "C9H15N", "method": "ωB97M-V/def2-TZVPD", "orbital_gap_ev": 9.902, "e_lumo_ha": 0.03325, "total_charge": 0, "max_force_ev_per_a": 2.67, "e_tot_ha": -406.5313, "species": ["H", "H", "N", "C", "H", "C", "H", "H", "H", "H", "C", "H", "H", "H", "C", "C", "C", "C", "H", "H", "H", "H", "H", "C", "C"], "coordinates": [[3.09, 1.90, 1.25], [0.50, 0.49, -1.50], [0.35, -2.17, -0.94], [-0.51, 0.24, -1.15], [-0.99, -0.89, -2.93], [0.98, -1.58, -0.02], [-1.24, -0.73, 1.59], [-1.02, 2.33, -0.98], [-1.36, 0.83, -3.06], [-1.46, -2.39, 0.94], [-1.38, -0.03, -2.39], [2.55, 0.82, -0.03], [-2.41, -0.22, -2.10], [3.66, 0.21, 1.20], [2.81, 0.87, 1.03], [-0.40, -1.03, -0.32], [0.72, 0.36, 2.58], [-1.47, -1.33, 0.67], [1.88, -1.77, 0.53], [-2.46, -1.12, 0.26], [-2.08, 1.27, -0.06], [-0.46, 1.61, 0.53], [0.06, 0.41, 3.40], [1.68, 0.47, 1.85], [-1.05, 1.44, -0.36]]}

---

2.
{"formula": "C17H16N2O5Tm", "method": "ωB97M-V/def2-TZVPD", "orbital_gap_ev": [4.396, 4.441], "e_lumo_ha": [-0.46651, -0.46490], "total_charge": 3, "max_force_ev_per_a": 7.37, "multiplicity": 3, "s_squared": 2.002, "e_tot_ha": -2227.2256, "species": ["C", "H", "H", "H", "C", "O", "C", "N", "O", "Tm", "H", "C", "H", "H", "C", "C", "H", "H", "C", "C", "H", "H", "N", "C", "O", "C", "C", "C", "H", "C", "C", "H", "H", "H", "C", "H", "H", "O", "O", "C", "C"], "coordinates": [[-2.86, -1.77, -4.49], [-0.97, -2.76, 4.26], [-0.90, -2.29, -5.32], [0.61, -2.15, 4.82], [2.76, 1.38, 1.68], [-4.32, -1.27, -1.76], [1.66, 3.57, 0.33], [0.49, -0.11, 2.87], [1.73, -0.04, -5.03], [-0.87, -0.82, -2.53], [2.06, 0.43, 4.19], [-3.24, -1.22, -2.20], [-0.85, -1.16, 5.05], [-3.76, -1.15, -4.71], [0.87, 2.44, 0.57], [1.02, 0.69, 3.94], [-1.58, -0.64, -5.82], [0.92, 1.77, 3.77], [-0.18, -1.26, 3.00], [3.54, 2.52, 1.47], [-0.18, 2.41, 0.27], [3.59, 4.52, 0.64], [0.61, 0.22, 1.57], [1.45, 1.33, 1.22], [-0.29, -0.56, -0.49], [2.98, 3.62, 0.79], [0.87, -0.32, -4.30], [-1.12, -3.19, -2.73], [1.25, 4.43, -0.24], [-0.11, -0.68, 0.81], [-0.35, -1.86, 4.36], [3.19, 0.52, 2.19], [-1.21, -2.50, 1.49], [0.43, 0.44, 4.82], [-0.59, -1.64, 1.74], [-3.12, -2.79, -4.16], [4.57, 2.54, 1.82], [-2.83, 2.07, -3.02], [-1.37, -4.32, -2.70], [-1.69, -1.52, -5.15], [-2.21, 1.10, -3.02]]}

---

3.
{"formula": "C6H7NO4", "method": "ωB97M-V/def2-TZVPD", "orbital_gap_ev": [5.935, 6.430], "e_lumo_ha": [-0.05501, -0.09616], "total_charge": 0, "max_force_ev_per_a": 5.79, "multiplicity": 3, "s_squared": 2.054, "e_tot_ha": -588.1784, "species": ["H", "C", "O", "O", "C", "O", "H", "C", "H", "H", "N", "H", "C", "C", "C", "O", "H", "H"], "coordinates": [[1.00, -1.26, 3.67], [1.32, 0.59, 0.32], [1.47, -0.79, 3.00], [0.35, 1.12, -0.11], [0.91, 0.23, 2.48], [2.39, -1.08, -0.84], [-0.01, -0.48, -2.26], [2.21, -0.53, 0.22], [-1.98, 1.29, -1.38], [2.68, -0.91, 1.10], [-1.08, 1.74, 3.00], [-1.10, 0.44, -3.49], [-1.77, 0.27, -1.43], [-0.19, 1.02, 2.90], [-1.04, -0.27, -2.57], [-1.02, 0.08, -0.21], [-2.65, -0.27, -1.29], [-1.49, -1.19, -3.11]]}

---

4.
{"formula": "C4H9NO", "method": "ωB97M-V/def2-TZVPD", "orbital_gap_ev": 10.367, "e_lumo_ha": 0.03711, "total_charge": 0, "max_force_ev_per_a": 0.31, "e_tot_ha": -287.7379, "species": ["C", "H", "O", "H", "H", "C", "H", "C", "H", "H", "N", "H", "H", "H", "C"], "coordinates": [[-1.23, -0.74, 0.07], [2.65, -0.37, 0.17], [0.78, 0.50, -0.07], [0.55, -1.10, 1.23], [-2.97, 0.48, 0.76], [0.27, -0.78, 0.21], [2.52, 1.35, 0.58], [-1.96, 0.51, 0.36], [-1.07, 0.55, -1.47], [2.52, 0.84, -1.12], [-1.82, 0.03, -1.02], [-1.72, -1.69, 0.27], [0.68, -1.52, -0.50], [-1.37, 1.37, 0.65], [2.18, 0.58, -0.11]]}

---

5.
{"formula": "C12H30F3NaO10", "method": "ωB97M-V/def2-TZVPD", "orbital_gap_ev": 7.390, "e_lumo_ha": -0.00384, "total_charge": 0, "max_force_ev_per_a": 4.16, "e_tot_ha": -1689.3819, "species": ["H", "H", "H", "H", "C", "O", "C", "H", "C", "H", "H", "H", "O", "H", "F", "H", "H", "O", "C", "H", "H", "C", "O", "C", "C", "H", "C", "H", "H", "C", "H", "O", "O", "C", "H", "O", "H", "F", "H", "Na", "O", "H", "H", "H", "C", "H", "H", "H", "C", "O", "H", "F", "H", "H", "H", "O"], "coordinates": [[-1.57, -1.49, 0.93], [4.03, -1.70, -1.22], [1.87, -2.13, -1.53], [1.98, 4.32, 0.25], [0.44, 3.49, -1.10], [-1.30, -0.52, -2.37], [1.22, -2.10, 4.83], [1.99, -1.52, 3.01], [1.78, -1.04, 3.97], [3.22, -1.12, -3.75], [-3.70, -1.93, -0.17], [3.44, -0.29, -0.29], [2.02, -1.18, -1.50], [0.03, 4.50, -1.15], [0.29, 2.01, 5.04], [-4.02, 0.29, -1.81], [-1.59, -1.12, -1.69], [3.94, -0.52, -3.56], [3.37, -0.83, -1.23], [-2.89, 1.42, -1.71], [3.04, 2.47, -0.10], [1.39, 3.42, 0.11], [-4.12, 1.56, -3.40], [0.65, 1.00, 2.82], [-2.47, -0.16, -3.17], [4.80, 0.46, -2.04], [-2.82, -2.56, -0.02], [-2.95, -2.99, 0.98], [-3.68, -5.23, -1.49], [3.81, 0.10, -2.31], [2.06, -2.44, 5.44], [-3.94, -4.31, -1.49], [2.10, 2.28, -0.17], [-3.36, 0.83, -2.49], [-2.02, 0.06, -4.14], [-1.74, -1.69, 0.01], [-1.45, 3.17, -1.30], [1.07, 3.33, 3.70], [3.16, 0.97, -2.41], [0.21, 0.48, -0.55], [-0.27, 0.54, 1.84], [0.37, -1.77, 5.41], [2.67, -0.55, 4.37], [1.12, -3.05, 4.30], [-2.79, -3.54, -1.22], [0.87, 2.94, -1.94], [-1.98, -4.18, -0.88], [-4.55, 2.20, -2.82], [0.19, 2.26, 3.76], [0.63, -0.05, 3.84], [-2.31, -3.04, -2.07], [-1.02, 2.71, 3.54], [-3.09, -1.02, -3.41], [1.58, 1.32, 2.36], [0.95, 3.30, 1.10], [-0.70, 2.62, -1.07]]}

---

6.
{"formula": "C20H31N6O2", "method": "ωB97M-V/def2-TZVPD", "orbital_gap_ev": 8.973, "e_lumo_ha": -0.08384, "total_charge": 1, "max_force_ev_per_a": 1.31, "e_tot_ha": -1259.5110, "species": ["N", "H", "C", "C", "H", "H", "C", "H", "H", "C", "H", "C", "H", "C", "N", "H", "N", "H", "H", "H", "H", "C", "C", "C", "H", "O", "H", "H", "H", "H", "C", "N", "H", "C", "C", "C", "H", "H", "H", "H", "C", "C", "H", "H", "C", "C", "H", "N", "H", "C", "C", "H", "H", "N", "H", "H", "H", "C", "O"], "coordinates": [[-3.37, 1.40, -0.71], [4.11, -2.28, -1.05], [1.60, -0.84, -0.44], [-1.94, -0.61, -0.79], [-2.25, -0.42, 1.84], [-2.63, -3.15, -1.45], [5.67, 0.69, 1.30], [-5.53, 0.13, 0.32], [5.13, 0.56, 2.22], [-2.68, -1.64, 0.11], [-6.56, 0.40, -1.12], [5.69, 1.01, -1.07], [-4.71, 2.13, 1.54], [-5.72, 0.80, -0.55], [0.07, -1.19, -1.92], [3.07, 1.30, -0.78], [-0.52, -0.81, -0.81], [3.28, -1.28, 0.85], [4.55, -0.73, -1.51], [-4.68, 1.47, -2.30], [-2.82, 3.13, 0.31], [-2.34, -1.48, 1.60], [-4.47, 0.82, -1.44], [7.76, 0.89, 0.13], [7.58, 0.61, 2.25], [9.11, 0.91, 0.09], [-4.24, -0.18, -1.80], [-4.38, -1.61, 2.31], [-2.97, -3.78, 0.16], [3.03, 1.14, 0.98], [3.04, -0.73, -0.07], [-6.01, 2.15, -0.15], [-1.33, -3.30, -0.27], [-3.42, -2.09, 2.49], [4.97, 0.84, 0.11], [-3.68, 2.75, -0.25], [0.14, -0.23, 1.14], [-3.16, -1.94, 3.53], [-1.39, -1.97, 1.81], [2.96, -1.39, -1.96], [3.47, 0.74, 0.07], [0.39, -0.58, 0.16], [-5.19, 3.73, 0.93], [-2.25, -0.76, -1.83], [-4.93, 2.71, 0.63], [-2.38, -3.05, -0.39], [-3.53, -3.15, 2.31], [1.34, -1.22, -1.72], [5.17, 1.20, -2.01], [7.05, 0.72, 1.32], [-2.21, 0.85, -0.35], [-3.75, -1.45, -0.02], [-3.87, 3.38, -1.12], [3.76, -1.34, -1.23], [9.49, 0.84, 0.98], [7.63, 1.19, -1.97], [-6.89, 2.21, 0.35], [7.07, 1.04, -1.07], [-1.35, 1.44, 0.29]]}

---

7.
{"formula": "C28H46INO15S", "method": "ωB97M-V/def2-TZVPD", "orbital_gap_ev": 9.501, "e_lumo_ha": 0.00486, "total_charge": 0, "max_force_ev_per_a": 6.61, "e_tot_ha": -2973.7282, "species": ["C", "H", "C", "H", "C", "H", "O", "C", "H", "O", "O", "H", "C", "C", "H", "H", "H", "H", "C", "H", "C", "H", "C", "O", "C", "H", "H", "H", "H", "H", "C", "H", "I", "O", "C", "H", "O", "H", "H", "H", "C", "C", "H", "C", "C", "O", "C", "H", "O", "C", "O", "H", "H", "C", "N", "H", "H", "H", "H", "C", "O", "H", "H", "H", "C", "O", "H", "C", "H", "H", "C", "C", "O", "H", "H", "H", "S", "H", "H", "H", "O", "H", "H", "O", "H", "C", "H", "H", "C", "O", "C", "C"], "coordinates": [[-2.52, -1.87, 5.67], [-1.82, -3.98, 6.27], [0.52, 4.90, -2.97], [-1.16, -1.46, 8.02], [1.98, -3.44, -7.92], [-3.14, -0.12, -0.01], [-2.81, -3.25, 2.21], [0.37, -1.40, 4.60], [0.20, -1.11, 5.68], [1.41, -2.18, -7.53], [1.39, 1.85, -4.24], [0.77, -4.80, -6.78], [-2.15, -2.99, 6.75], [4.88, -2.59, 3.31], [4.65, -3.33, 2.54], [-0.25, 3.05, 1.11], [-1.25, -3.95, -7.63], [0.01, -2.73, 7.21], [0.29, -0.07, 3.72], [-1.94, 0.33, 3.68], [-2.88, -3.20, 3.64], [-0.46, -2.74, 3.05], [-0.98, -2.57, 7.75], [-0.99, 4.49, 0.09], [-0.39, 4.88, -0.88], [2.36, -3.35, -8.94], [1.53, 6.82, -2.74], [1.42, -1.82, 4.52], [0.07, -1.11, -4.78], [0.90, 0.31, -6.98], [5.43, -1.31, 2.72], [-3.05, -3.27, 7.39], [-4.64, -1.27, 5.79], [-0.37, 4.22, -2.07], [3.72, -0.88, 4.28], [-4.29, 2.26, 0.67], [2.45, 2.37, -6.17], [4.78, 0.69, 3.26], [6.51, -1.34, 2.56], [-4.75, 0.25, -0.65], [1.30, 0.26, -5.97], [0.05, -2.24, -7.70], [-0.54, -3.59, -9.24], [-3.24, 1.87, -2.44], [-3.57, 2.00, -0.12], [0.05, 2.40, 1.80], [0.61, 6.31, -2.46], [-0.05, 6.97, -0.49], [-2.95, 2.16, -3.57], [0.86, -4.45, -7.81], [-3.19, 0.60, -1.95], [-1.95, -0.93, 5.99], [0.11, 4.85, -3.98], [4.99, -0.28, 3.73], [-2.09, -2.16, 4.28], [-0.73, 0.37, -5.29], [2.12, -0.45, -5.92], [-0.12, 1.02, -3.09], [2.81, -3.68, -7.25], [0.45, 6.12, -0.96], [-0.68, -1.31, -7.54], [1.41, 0.11, -3.13], [-0.23, 6.90, -2.84], [1.48, 4.39, -2.96], [-3.71, 0.58, -0.62], [-0.57, 3.61, 4.08], [4.95, -1.11, 1.76], [-0.36, -3.61, -8.16], [-3.18, 3.73, -1.37], [-0.99, -3.17, 8.73], [0.22, -0.05, -4.95], [0.70, 0.70, -3.73], [-3.56, -4.07, 4.20], [1.19, 0.57, 4.03], [-4.81, 3.02, -1.59], [-1.07, 1.06, 5.14], [-0.94, 2.48, 3.14], [5.56, -3.04, 4.04], [-2.32, -4.09, 2.05], [1.41, 5.93, -0.47], [2.88, -0.31, 4.92], [-0.38, -3.52, 4.70], [1.00, -5.31, -8.46], [-2.32, 2.80, 2.60], [5.71, -0.16, 4.55], [-3.76, 2.81, -1.39], [-2.57, 2.17, 0.27], [0.41, -0.23, 2.60], [-1.00, 0.84, 4.03], [3.67, -2.21, 3.99], [-0.66, -2.54, 4.17], [1.78, 1.61, -5.52]]}

---

8.
{"formula": "C33H46NP3Ti", "method": "ωB97M-V/def2-TZVPD", "orbital_gap_ev": [4.536, 5.130], "e_lumo_ha": [0.00254, 0.00209], "total_charge": 0, "max_force_ev_per_a": 6.09, "multiplicity": 3, "s_squared": 2.008, "e_tot_ha": -3213.0040, "species": ["C", "H", "H", "H", "H", "H", "H", "C", "H", "H", "C", "H", "H", "C", "C", "H", "H", "C", "H", "H", "H", "H", "C", "C", "C", "C", "H", "C", "C", "H", "H", "H", "C", "C", "P", "C", "H", "C", "H", "C", "C", "H", "H", "C", "H", "H", "C", "H", "H", "C", "H", "C", "C", "H", "H", "H", "C", "C", "H", "H", "H", "N", "C", "C", "H", "P", "H", "H", "H", "H", "C", "H", "C", "H", "H", "H", "C", "C", "P", "C", "H", "H", "Ti", "C"], "coordinates": [[-0.68, -3.06, 0.41], [-3.73, 2.49, -1.25], [4.74, -0.25, 0.19], [-3.32, -2.54, 1.13], [4.27, -0.72, -3.47], [1.08, -0.96, 3.63], [-2.68, 3.71, -0.47], [-2.76, -1.04, -2.47], [3.27, 3.72, -0.11], [0.62, 1.18, 4.88], [-3.91, 0.16, 3.07], [1.26, 2.76, 4.39], [-0.44, 2.31, 3.99], [0.84, 2.28, 0.99], [-0.41, 2.73, 0.13], [1.35, 3.24, 1.28], [-0.28, -0.74, 2.54], [-4.45, -3.14, -1.79], [4.14, 3.07, -2.93], [0.00, 3.41, -0.62], [4.92, 3.45, -0.61], [1.40, 2.34, -2.43], [-2.38, -1.88, -1.42], [3.37, 3.06, -2.14], [-0.78, -3.38, 1.78], [-0.70, -5.74, 1.31], [-3.01, -3.68, -0.35], [-3.24, -2.95, -1.13], [-3.15, -1.55, 1.54], [-2.84, 2.04, 2.94], [-0.49, -3.92, -1.56], [-1.10, 1.11, 1.47], [-2.90, 1.00, 2.60], [5.15, 0.51, -1.90], [-0.91, -1.38, -0.28], [-4.86, -2.24, -2.78], [-0.73, -6.78, 1.65], [-4.02, -1.13, 2.54], [-4.81, -1.80, 2.88], [-0.61, -5.46, -0.06], [2.38, 1.89, -2.26], [3.56, 1.82, 3.05], [-5.81, -2.36, -3.29], [2.74, 0.60, -2.83], [-0.79, -4.90, 3.32], [3.03, 0.34, 3.87], [-2.76, 2.99, -1.29], [-0.23, 2.64, -2.97], [-0.03, 0.84, -2.87], [3.74, 1.66, -0.09], [2.83, 4.00, -2.29], [0.59, 1.95, 4.11], [0.79, -0.54, 2.65], [1.47, 1.77, 0.18], [-0.60, -6.28, -0.78], [3.40, 0.27, 2.15], [2.96, 0.91, 2.93], [-4.01, -1.18, -3.10], [-2.59, 3.49, -2.26], [1.99, -0.03, -3.34], [-1.14, 3.32, 0.72], [0.47, -0.62, -0.65], [-2.09, -0.76, 1.07], [-0.75, -4.70, 2.25], [-1.47, 1.56, -3.57], [1.18, 1.24, 2.58], [-0.96, -2.62, 2.54], [4.50, 0.95, -3.96], [3.49, 1.72, 0.99], [5.91, -0.30, -1.92], [-0.74, 1.68, -2.77], [-5.09, -3.99, -1.53], [-0.55, -4.13, -0.49], [5.73, 1.44, -2.06], [-4.60, 0.50, 3.84], [1.31, -1.08, 1.85], [3.90, 3.04, -0.71], [-1.99, 0.51, 1.68], [-1.50, 1.70, -1.05], [4.18, 0.32, -3.12], [-2.09, -0.25, -2.81], [-4.32, -0.45, -3.85], [2.34, 0.34, -0.94], [4.40, 0.47, -0.56]]}

---

9.
{"formula": "C41H40Cl2N2O3ReS2", "method": "ωB97M-V/def2-TZVPD", "orbital_gap_ev": [5.912, 4.742], "e_lumo_ha": [-0.46579, -0.50872], "total_charge": 4, "max_force_ev_per_a": 0.68, "multiplicity": 2, "s_squared": 0.780, "e_tot_ha": -3715.1345, "species": ["C", "H", "C", "C", "N", "H", "C", "C", "H", "H", "H", "H", "H", "O", "H", "H", "C", "C", "C", "C", "C", "O", "H", "C", "C", "C", "C", "C", "C", "H", "C", "H", "C", "H", "H", "H", "C", "C", "H", "C", "H", "C", "C", "H", "C", "Cl", "H", "H", "O", "C", "H", "H", "H", "C", "C", "C", "H", "C", "H", "C", "H", "H", "N", "C", "H", "C", "H", "H", "C", "C", "H", "C", "H", "C", "C", "H", "H", "H", "Re", "C", "H", "H", "H", "S", "H", "C", "C", "S", "Cl", "C", "H"], "coordinates": [[1.72, -3.03, 4.69], [2.34, -1.78, -4.63], [-2.76, -5.23, -4.01], [1.62, 0.87, 2.38], [2.61, 1.97, -2.50], [-2.99, -4.46, -1.42], [-1.30, -1.65, -2.18], [-4.20, 1.66, 0.63], [2.18, 0.07, 2.86], [3.14, 3.51, -1.21], [2.97, 0.11, -5.77], [2.47, 4.79, 2.68], [-3.77, -5.45, -3.67], [-0.20, 0.72, -2.58], [2.05, -3.79, 7.22], [2.57, 2.06, -0.40], [-1.98, 0.59, -0.65], [-5.34, 2.17, 1.31], [2.50, 2.06, -4.96], [0.72, -3.09, 5.68], [2.94, -1.45, -3.79], [2.42, -0.06, -1.47], [2.14, 3.68, -3.58], [1.58, 4.56, 2.10], [1.97, 2.17, 2.54], [2.60, 0.66, -2.59], [-2.25, -3.98, -3.38], [3.24, 0.74, -4.93], [-1.98, -2.59, -1.40], [2.56, -1.91, -2.89], [-5.23, 2.75, 2.57], [1.15, 6.59, 1.66], [-2.84, 2.37, 2.51], [0.47, -3.23, 7.80], [-3.89, 3.28, 4.15], [-6.31, 2.09, 0.83], [0.99, -3.75, 6.99], [-3.22, 0.50, -1.25], [3.68, -3.57, -0.68], [2.99, -3.24, 0.08], [-3.34, -0.02, -2.19], [-0.32, 5.26, 0.77], [-0.54, -2.56, 5.38], [-6.11, 3.12, 3.08], [1.19, 3.21, 1.95], [1.36, -2.99, -0.72], [0.61, -4.78, 6.97], [1.40, 3.13, -1.25], [-1.66, -1.17, 1.56], [0.00, 2.90, 1.22], [3.84, 3.20, -3.68], [-0.87, 6.07, 0.31], [2.70, -3.44, 4.90], [-0.40, 1.56, 1.10], [-0.81, -1.97, 4.17], [0.84, 5.56, 1.53], [-1.89, 2.45, 3.02], [2.81, 2.83, -3.69], [2.85, -3.94, 0.90], [-0.74, 3.98, 0.62], [3.97, -1.76, -3.94], [-2.78, -5.15, -5.10], [2.87, 0.00, -3.70], [-1.77, 1.28, 0.55], [2.84, 2.43, 3.13], [-2.91, 1.78, 1.23], [-1.61, 3.77, 0.02], [-0.59, -1.10, -4.14], [-4.34, 1.06, -0.62], [0.46, 0.54, 1.60], [2.82, 2.65, -5.82], [-1.56, -3.02, -4.12], [-1.32, -2.62, 6.13], [1.47, -2.44, 3.46], [-2.44, -3.74, -2.01], [-1.79, -1.59, 3.95], [4.32, 0.88, -4.94], [-2.16, -2.42, -0.34], [1.18, -0.70, -0.12], [-3.99, 2.84, 3.17], [1.43, 1.89, -5.04], [-5.31, 0.99, -1.09], [-2.13, -6.07, -3.74], [-0.21, -1.17, 1.68], [2.26, -2.40, 2.73], [-1.09, -1.85, -3.54], [0.21, -1.91, 3.21], [-0.60, -0.18, -1.50], [3.46, -1.64, 0.69], [2.41, 2.70, -1.26], [-1.41, -3.17, -5.19]]}

---

10.
{"formula": "C5H3F", "method": "ωB97M-V/def2-TZVPD", "orbital_gap_ev": 11.161, "e_lumo_ha": 0.02909, "total_charge": 0, "max_force_ev_per_a": 9.98, "e_tot_ha": -291.9788, "species": ["H", "C", "H", "C", "C", "C", "F", "C", "H"], "coordinates": [[0.11, 1.00, 1.51], [-0.04, 0.56, 0.43], [3.33, -1.03, -0.36], [1.36, 0.05, 0.03], [-2.36, -0.54, -0.27], [-1.13, -0.32, 0.15], [-0.27, 1.62, -0.43], [2.39, -0.43, -0.36], [-3.40, -0.90, -0.71]]}

---

Q: Number 7 is which compound?
A: C28H46INO15S